{
  "formula": "C13H19HgN5P",
  "method": "ωB97M-V/def2-TZVPD",
  "spin_multiplicity": 2,
  "homo_energy_ev": [-14.470, -14.856],
  "relative_energy_kcal_mol": 0.0,
  "charge": 2,
  "gap_ev": [8.7, 6.3],
  "species": ["Hg", "C", "N", "C", "N", "C", "N", "C", "P", "C", "C", "H", "H", "H", "H", "H", "H", "H", "H", "H", "H", "H", "H", "H", "N", "C", "N", "C", "C", "C", "C", "C", "C", "H", "H", "H", "H", "H", "H"],
  "positions_angstrom": [[0.0092, 3.2826, -0.0201], [-0.4193, -1.9778, 1.2536], [-1.7233, -1.5194, 0.5738], [-2.8927, -1.7443, 1.5520], [-2.6287, -1.0943, 2.7812], [-1.3962, -1.5880, 3.3891], [-0.2547, -1.3390, 2.5088], [0.0615, 0.0860, 2.4082], [-1.3373, 1.0553, 1.6461], [-1.6465, -0.0724, 0.1882], [-2.7031, 0.3619, 2.7252], [0.3942, -1.7309, 0.5718], [-0.4874, -3.0592, 1.3676], [-1.8738, -2.0877, -0.2617], [-2.9882, -2.8207, 1.6910], [-3.7905, -1.3521, 1.0767], [-1.4876, -2.6587, 3.5714], [-1.2334, -1.0840, 4.3389], [0.9823, 0.2262, 1.8420], [0.2399, 0.4780, 3.4104], [-0.8598, 0.0528, -0.5574], [-2.5940, 0.2074, -0.2748], [-3.6702, 0.6833, 2.3376], [-2.5926, 0.7720, 3.7288], [1.8546, 2.6205, -4.0355], [0.9585, 3.1954, -3.2218], [0.8197, 2.5291, -2.0934], [1.7193, 1.4630, -2.1590], [2.0146, 0.4587, -1.2385], [2.9374, -0.4971, -1.6060], [3.5677, -0.4559, -2.8634], [3.2947, 0.5396, -3.7753], [2.3673, 1.5044, -3.3899], [2.1102, 2.9531, -4.9525], [0.4090, 4.0845, -3.4888], [1.5720, 0.4716, -0.2489], [3.2052, -1.2857, -0.9147], [4.2899, -1.2200, -3.1152], [3.7724, 0.5615, -4.7454]],
  "atomic_forces_ev_per_a": [[-0.0252, -0.0858, -0.1637], [0.0571, 0.0506, 0.0731], [-0.0234, 0.0347, -0.0251], [-0.0199, 0.0435, 0.0848], [-0.1997, -0.0033, 0.2182], [0.0083, 0.0723, -0.1573], [0.1531, -0.0279, 0.1064], [-0.2030, -0.0316, -0.0218], [0.0930, -0.1496, -0.1422], [0.0042, 0.1250, 0.0329], [0.1943, 0.0691, -0.1291], [-0.0099, -0.0152, -0.0361], [-0.0877, -0.0043, 0.0116], [-0.0132, 0.0153, -0.0176], [0.0750, -0.0216, -0.0267], [0.0048, -0.0143, -0.0498], [-0.0006, -0.0126, -0.0237], [-0.0031, -0.0282, 0.0249], [0.0214, -0.0132, -0.0037], [0.0428, 0.0220, -0.0063], [0.0324, -0.0986, -0.0034], [-0.0074, -0.0360, -0.0260], [-0.0259, -0.0222, 0.0222], [-0.0467, 0.0024, 0.0149], [-0.0012, -0.0186, 0.0511], [-0.0987, 0.0159, -0.1012], [0.1851, 0.0728, 0.3533], [-0.0691, 0.0222, 0.0270], [-0.0078, 0.0701, 0.0219], [0.0679, 0.0263, -0.0283], [-0.0437, -0.0477, 0.0563], [-0.0156, 0.0508, -0.0490], [-0.0607, -0.0844, -0.1081], [-0.0273, 0.0217, -0.0087], [0.0403, 0.0124, 0.0043], [-0.0227, -0.0610, -0.0033], [0.0139, 0.0271, 0.0019], [-0.0147, -0.0062, 0.0007], [0.0337, 0.0283, 0.0254]]
}